No. 1
Computed, not measured: a molecular structure, Ag2I in a non-equilibrium geometry, with wB97M-V/def2-TZVPD.

Molar mass ... 342.64 g mol⁻¹
Kohn-Sham gap (spin up / spin down) ... 11.2155 / 6.1474 eV
Largest force on an atom ... 0.0237 hartree/bohr
Multiplicity ... 3
Electronic energy ... -590.14213 a.u.
ΔE to the lowest compared entry with this formula, charge and spin ... 80.3 kcal/mol
Net charge ... +3

XYZ file:
```
3
Ag2I (wB97M-V/def2-TZVPD)
Ag 0.349 -2.304 -1.626
Ag -0.603 2.299 1.622
I 0.255 0.005 0.005
```


No. 2
Computed, not measured: a molecular structure, AgClCu in a non-equilibrium geometry, with wB97M-V/def2-TZVPD.

Molar mass ... 206.87 g mol⁻¹
Kohn-Sham gap (spin up / spin down) ... 12.4867 / 6.8735 eV
Largest force on an atom ... 0.1426 hartree/bohr
Multiplicity ... 3
Electronic energy ... -2245.90712 a.u.
ΔE to the lowest compared entry with this formula, charge and spin ... 117.8 kcal/mol
Net charge ... +3

XYZ file:
```
3
AgClCu (wB97M-V/def2-TZVPD)
Ag -0.624 -1.237 -1.211
Cu 0.347 1.515 0.892
Cl 0.277 -0.278 0.320
```


No. 3
Computed, not measured: a molecular structure, AgH16O8 in a non-equilibrium geometry, with wB97M-V/def2-TZVPD.

Molar mass ... 251.99 g mol⁻¹
Kohn-Sham gap ... 9.3465 eV
Largest force on an atom ... 0.0637 hartree/bohr
Electronic energy ... -758.22668 a.u.
ΔE to the lowest compared entry with this formula, charge and spin ... 16.7 kcal/mol
Net charge ... +1

XYZ file:
```
25
AgH16O8 (wB97M-V/def2-TZVPD)
Ag 2.369 4.674 -1.432
O 1.874 5.355 0.832
H 1.122 5.574 1.415
H 2.265 6.237 0.675
O -0.095 4.431 -1.800
H -0.592 4.011 -2.444
H -0.578 4.344 -1.030
O 4.799 4.204 -0.194
H 5.197 3.503 -0.721
H 5.113 4.006 0.659
O 1.870 4.671 -4.073
H 0.958 4.719 -3.883
H 2.124 5.523 -4.308
O 4.001 3.117 -2.918
H 4.942 3.145 -3.191
H 3.878 2.373 -2.350
O 1.727 2.529 -0.749
H 2.479 2.364 -0.174
H 0.864 2.371 -0.314
O 4.161 5.807 -2.267
H 4.931 5.499 -1.876
H 4.279 5.380 -3.126
O 1.532 7.171 -1.503
H 1.042 7.638 -2.161
H 1.145 7.535 -0.761
```


No. 4
Computed, not measured: a molecular structure, AlBH10O3 in a non-equilibrium geometry, with wB97M-V/def2-TZVPD.

Molar mass ... 95.87 g mol⁻¹
Kohn-Sham gap ... 5.6116 eV
Largest force on an atom ... 0.1270 hartree/bohr
Electronic energy ... -498.03790 a.u.
ΔE to the lowest compared entry with this formula, charge and spin ... 103.8 kcal/mol
Net charge ... +2

XYZ file:
```
15
AlBH10O3 (wB97M-V/def2-TZVPD)
Al -8.229 9.169 9.426
B -6.146 10.604 9.692
H -6.285 11.039 10.670
H -6.852 10.990 8.973
H -5.126 10.803 9.404
H -6.242 9.541 9.848
O -6.845 9.281 7.920
H -7.012 9.856 7.173
H -5.984 8.902 7.743
O -8.886 9.214 7.407
H -9.708 8.827 7.109
H -8.663 9.854 6.731
O -8.106 7.390 8.260
H -8.432 7.562 7.377
H -7.933 6.448 8.272
```


No. 5
Computed, not measured: a molecular structure, AlBH20O8 in a non-equilibrium geometry, with wB97M-V/def2-TZVPD.

Molar mass ... 185.95 g mol⁻¹
Kohn-Sham gap (spin up / spin down) ... 10.1243 / 5.0108 eV
Largest force on an atom ... 0.0958 hartree/bohr
Multiplicity ... 2
Electronic energy ... -880.71074 a.u.
Net charge ... +1

XYZ file:
```
30
AlBH20O8 (wB97M-V/def2-TZVPD)
Al -0.551 2.853 -1.746
B -0.222 0.286 -0.029
H -0.816 1.131 0.282
H -0.247 -0.577 0.617
H -0.504 0.040 -1.041
H 0.792 0.654 0.015
O 0.773 0.390 2.727
H 0.901 0.556 1.793
H 0.174 -0.356 2.759
O 1.273 3.335 0.627
H 2.227 3.283 0.566
H 1.106 3.666 1.510
O 2.312 -1.762 -0.358
H 1.390 -1.503 -0.354
H 2.294 -2.707 -0.505
O -0.422 -1.897 -2.425
H -0.713 -1.187 -1.854
H -0.738 -1.651 -3.294
O 2.068 1.432 -1.926
H 2.786 2.043 -1.762
H 2.377 0.598 -1.572
O -2.461 -1.181 1.021
H -2.511 -1.030 1.965
H -1.571 -0.922 0.783
O -2.514 0.562 -2.703
H -2.922 -0.039 -2.080
H -2.879 0.311 -3.552
O -0.303 -1.986 3.180
H -0.854 -2.758 3.308
H -0.244 -1.585 4.047
```


No. 6
Computed, not measured: a molecular structure, AlH10O5 in a non-equilibrium geometry, with wB97M-V/def2-TZVPD.

Molar mass ... 117.06 g mol⁻¹
Kohn-Sham gap ... 7.0317 eV
Largest force on an atom ... 0.1485 hartree/bohr
Electronic energy ... -623.27922 a.u.
ΔE to the lowest compared entry with this formula, charge and spin ... 107.7 kcal/mol
Net charge ... +3

XYZ file:
```
16
AlH10O5 (wB97M-V/def2-TZVPD)
Al 0.411 0.152 1.379
O 1.953 0.818 -0.153
H 2.896 0.983 -0.176
H 1.683 0.846 -1.071
O -0.367 0.735 -0.670
H -1.285 0.884 -0.895
H 0.076 0.649 -1.514
O -1.108 -1.182 0.268
H -0.816 -1.567 -0.558
H -1.727 -1.819 0.625
O 1.094 -1.388 -0.174
H 1.800 -1.482 -0.813
H 0.741 -2.273 -0.076
O -1.427 1.394 1.320
H -2.044 1.251 0.602
H -1.880 1.998 1.909
```


No. 7
Computed, not measured: a molecular structure, AlH8O4 in a non-equilibrium geometry, with wB97M-V/def2-TZVPD.

Molar mass ... 99.04 g mol⁻¹
Kohn-Sham gap ... 4.2073 eV
Largest force on an atom ... 0.0446 hartree/bohr
Electronic energy ... -546.67283 a.u.
ΔE to the lowest compared entry with this formula, charge and spin ... 158.3 kcal/mol
Net charge ... +3

XYZ file:
```
13
AlH8O4 (wB97M-V/def2-TZVPD)
Al 0.726 0.789 0.302
O 3.085 -0.015 -1.321
H 3.482 -0.883 -1.397
H 3.819 0.593 -1.406
O -1.380 2.201 -1.204
H -2.319 2.051 -1.096
H -1.324 2.929 -1.824
O -1.733 -0.880 -0.038
H -1.833 -1.815 -0.221
H -2.600 -0.599 0.254
O 0.114 -1.210 2.361
H 0.158 -2.166 2.347
H -0.193 -0.996 3.242
```


No. 8
Computed, not measured: a molecular structure, ArH22O11 in a non-equilibrium geometry, with wB97M-V/def2-TZVPD.

Molar mass ... 238.11 g mol⁻¹
Kohn-Sham gap ... 9.8601 eV
Largest force on an atom ... 0.0208 hartree/bohr
Electronic energy ... -1368.32985 a.u.
ΔE to the lowest compared entry with this formula, charge and spin ... 27.1 kcal/mol
Net charge ... 0

XYZ file:
```
34
ArH22O11 (wB97M-V/def2-TZVPD)
Ar -0.039 0.017 -0.066
O 0.730 -2.310 2.160
H 0.662 -2.379 1.208
H 0.932 -1.388 2.320
O 1.166 0.386 3.183
H 0.479 0.441 3.847
H 1.092 1.205 2.693
O -3.444 -0.835 -1.329
H -3.128 -0.012 -1.702
H -2.832 -1.496 -1.653
O 1.305 2.886 2.176
H 1.091 3.629 2.740
H 0.522 2.760 1.639
O 3.538 0.698 -1.239
H 3.257 -0.073 -0.746
H 3.621 0.389 -2.141
O -1.620 -2.867 -1.814
H -2.117 -3.526 -1.329
H -0.814 -2.755 -1.309
O 2.225 -1.976 -2.630
H 3.145 -2.210 -2.752
H 1.891 -1.846 -3.518
O -3.355 -0.015 1.275
H -2.883 -0.536 0.624
H -3.928 0.551 0.759
O -1.178 2.635 0.716
H -1.877 2.810 0.086
H -1.541 2.904 1.559
O 0.776 -3.169 -0.450
H 0.767 -4.120 -0.561
H 1.421 -2.859 -1.086
O 0.237 4.178 -1.178
H -0.274 3.765 -0.482
H 0.172 5.116 -1.000
```